(1)
A 7-piece molecular cluster, H14O7 overall in a non-equilibrium geometry. Source: OMol25; level of theory: ωB97M-V with the def2-TZVPD basis set.

The geometry in XYZ format:
```
21
H14O7, DFT ωB97M-V with the def2-TZVPD basis set
O -0.788 -2.370 1.507
H -1.347 -2.715 2.186
H -1.162 -1.483 1.286
O 1.234 1.301 1.855
H 0.290 1.438 1.977
H 1.474 1.953 1.196
O -1.808 0.035 0.933
H -1.881 0.033 -0.056
H -2.708 0.165 1.240
O 3.288 -0.789 0.455
H 4.057 -0.729 1.035
H 2.578 -1.081 1.075
O -2.010 -0.119 -1.747
H -1.062 -0.180 -1.756
H -2.270 -1.028 -1.542
O -0.251 2.411 -2.061
H -0.206 1.447 -2.002
H -0.838 2.547 -2.826
O 0.885 -0.126 -1.194
H 0.913 -0.006 -0.258
H 1.612 -0.704 -1.305
```

The structure (SMILES) is O.O.O.O.O.O.O. The calculation puts the relative energy (zero: lowest compared OMol25 entry of this formula, charge and spin) at 131.6 kJ/mol. Its charge is 0. The calculation puts the gap between HOMO and LUMO at 11.24 eV. Its highest occupied orbital energy is -10.91 eV.

(2)
C46H29N9O11SSr as an isolated structure. Source: OMol25; level of theory: ωB97M-V with the def2-TZVPD basis set.

The geometry in XYZ format:
```
97
C46H29N9O11SSr, DFT ωB97M-V with the def2-TZVPD basis set
Sr -0.243 0.506 0.025
O 1.611 1.951 -6.117
C 1.384 1.593 -4.805
C 0.983 0.310 -4.472
C 0.780 0.022 -3.131
N 0.949 0.952 -2.191
C 1.316 2.190 -2.514
C 1.560 2.560 -3.830
C 1.373 3.222 -1.356
O 1.863 4.323 -1.634
O 0.880 2.811 -0.274
C 0.307 -1.385 -2.678
O 0.160 -2.222 -3.578
O 0.131 -1.494 -1.440
H 1.453 1.169 -6.655
H 0.821 -0.480 -5.196
H 1.869 3.570 -4.057
O -3.010 -2.996 5.047
C -2.330 -2.184 4.175
C -2.953 -1.164 3.484
C -2.204 -0.393 2.610
N -0.886 -0.586 2.417
C -0.313 -1.580 3.098
C -0.981 -2.407 3.988
C 1.190 -1.756 2.983
O 1.896 -1.200 3.797
O 1.769 -0.220 0.947
C -2.943 0.739 1.838
O -4.167 0.787 2.014
O -2.218 1.466 1.118
H -3.930 -2.715 5.040
H -4.009 -0.936 3.567
H -0.456 -3.198 4.506
N 3.657 -3.844 1.806
C 3.011 -5.002 2.117
C 3.728 -6.098 2.630
C 3.098 -7.294 2.917
C 1.726 -7.441 2.743
C 1.001 -6.353 2.270
C 1.612 -5.156 1.935
S 0.731 -3.805 1.226
N 1.663 -2.616 2.021
C 2.998 -2.584 1.603
C 3.660 -1.581 0.966
C 5.030 -1.673 0.499
C 5.699 -0.579 0.044
C 5.083 0.689 -0.016
C 3.754 0.738 0.331
N 3.079 -0.339 0.746
H 4.628 -3.802 2.074
H 4.796 -5.991 2.788
H 3.692 -8.119 3.296
H 1.229 -8.370 2.987
H -0.074 -6.429 2.150
H 5.507 -2.643 0.476
H 6.720 -0.704 -0.300
H 5.576 1.580 -0.372
H 3.126 1.619 0.277
C -13.051 -0.928 -6.804
O -12.500 -1.828 -5.866
C -11.269 -1.522 -5.359
C -10.554 -0.380 -5.689
C -9.303 -0.174 -5.104
C -8.768 -1.077 -4.207
C -9.503 -2.221 -3.889
C -10.738 -2.443 -4.457
C -7.446 -0.889 -3.567
N -6.886 -1.757 -2.766
C -5.679 -1.174 -2.409
C -5.533 0.039 -3.005
N -6.678 0.225 -3.756
C -4.381 0.880 -2.835
C -4.208 2.120 -3.454
C -3.059 2.826 -3.213
C -2.097 2.260 -2.371
N -2.236 1.085 -1.791
C -3.372 0.395 -1.990
C -3.529 -0.908 -1.296
N -2.552 -1.291 -0.456
C -2.665 -2.462 0.132
C -3.750 -3.325 -0.058
C -4.767 -2.932 -0.888
C -4.664 -1.694 -1.527
H -14.007 -1.348 -7.104
H -12.406 -0.827 -7.681
H -13.209 0.058 -6.358
H -10.939 0.350 -6.386
H -8.760 0.721 -5.383
H -9.081 -2.929 -3.188
H -11.313 -3.327 -4.215
H -6.912 1.026 -4.310
H -4.971 2.522 -4.112
H -2.876 3.794 -3.658
H -1.187 2.807 -2.152
H -1.857 -2.748 0.797
H -3.771 -4.276 0.458
H -5.639 -3.550 -1.060
```

The calculation puts the relative energy (zero: lowest compared OMol25 entry of this formula, charge and spin) at 337.9 kJ/mol. Its charge is -2. The calculation puts the gap between HOMO and LUMO at 3.76 eV. Its highest occupied orbital energy is -0.99 eV.

(3)
C43H46BrF5I2N11O2SY as an isolated structure in a non-equilibrium geometry. Source: OMol25; level of theory: ωB97M-V with the def2-TZVPD basis set.

The geometry in XYZ format:
```
112
C43H46BrF5I2N11O2SY, DFT ωB97M-V with the def2-TZVPD basis set
Y -1.055 -0.636 1.031
I -5.432 1.438 1.258
C -5.082 -0.089 2.686
I -4.439 -1.923 1.838
H -6.018 -0.282 3.194
H -4.301 0.233 3.370
C -4.527 -1.961 -1.725
O -3.794 -0.808 -1.341
C -3.883 0.286 -2.137
C -4.829 0.444 -3.136
C -4.780 1.566 -3.953
Br -6.081 1.775 -5.311
C -3.793 2.506 -3.803
C -2.843 2.360 -2.785
C -2.907 1.269 -1.918
O -2.049 1.091 -0.878
C -1.742 3.313 -2.661
N -0.810 3.196 -1.756
C 0.084 4.232 -1.984
C 1.267 4.572 -1.330
C 1.960 5.669 -1.801
C 1.499 6.423 -2.891
C 0.329 6.097 -3.549
C -0.361 4.987 -3.077
N -1.535 4.382 -3.486
H -5.598 -1.826 -1.554
H -4.166 -2.773 -1.100
H -4.343 -2.203 -2.774
H -5.600 -0.292 -3.292
H -3.762 3.351 -4.475
H -1.321 1.786 -0.964
H 1.630 3.992 -0.492
H 2.886 5.954 -1.318
H 2.070 7.280 -3.221
H -0.025 6.674 -4.394
H -2.107 4.663 -4.261
C -2.072 2.012 3.010
C -1.981 0.718 3.766
C -2.248 0.528 5.097
C -2.027 -0.850 5.371
C -1.648 -1.439 4.194
C -1.376 -2.896 3.980
N -1.606 -0.488 3.184
H -1.261 2.684 3.290
H -3.023 2.510 3.211
H -1.999 1.889 1.925
H -2.573 1.288 5.791
H -2.143 -1.353 6.319
H -1.146 -3.360 4.939
H -0.532 -3.080 3.315
H -2.242 -3.417 3.564
C 2.455 -5.407 1.034
C 2.101 -4.054 1.548
C 2.519 -3.356 2.660
C 1.824 -2.134 2.634
N 1.025 -2.086 1.569
N 1.201 -3.268 0.938
C 1.913 -1.032 3.629
H 3.104 -5.910 1.746
H 2.978 -5.347 0.078
H 1.560 -6.015 0.896
H 3.235 -3.675 3.398
H 0.727 -3.433 0.064
H 2.123 -1.446 4.616
H 0.989 -0.460 3.679
H 2.722 -0.347 3.368
C 1.857 -0.819 -3.267
N 3.064 -0.832 -4.099
C 3.874 0.337 -3.742
N 4.237 0.345 -2.324
C 3.000 0.336 -1.536
N 2.166 -0.840 -1.832
C 2.961 -2.036 -1.558
N 4.196 -2.089 -2.344
C 3.829 -2.034 -3.763
C 4.974 -0.883 -2.033
H 1.256 -1.696 -3.518
H 1.277 0.078 -3.487
H 3.307 1.242 -3.967
H 4.786 0.332 -4.345
H 2.425 1.237 -1.751
H 3.250 0.339 -0.474
H 2.361 -2.922 -1.795
H 3.215 -2.055 -0.494
H 3.229 -2.914 -4.007
H 4.741 -2.056 -4.364
H 5.893 -0.898 -2.623
H 5.235 -0.896 -0.973
C 1.019 2.613 5.539
C 1.692 2.598 4.200
C 2.965 3.115 3.992
C 3.451 3.053 2.699
N 2.768 2.525 1.690
C 1.554 2.040 1.988
S 0.658 1.374 0.641
N 0.997 2.066 3.199
H 1.736 2.751 6.347
H 0.459 1.690 5.686
H 0.297 3.432 5.575
H 3.542 3.543 4.799
H 4.436 3.438 2.451
F -1.723 -3.764 1.067
C -1.638 -3.532 -0.279
C -1.343 -2.252 -0.694
C -1.296 -2.121 -2.070
F -1.052 -0.918 -2.630
C -1.517 -3.160 -2.959
F -1.470 -2.965 -4.281
C -1.798 -4.426 -2.469
F -2.012 -5.439 -3.308
C -1.862 -4.624 -1.101
F -2.135 -5.837 -0.610
```

Its charge is 0. The calculation puts the gap between HOMO and LUMO at 7.03 eV. Its highest occupied orbital energy is -7.13 eV.

(4)
C15H25N5O10P3RuS as an isolated structure in a non-equilibrium geometry. Source: OMol25; level of theory: ωB97M-V with the def2-TZVPD basis set.

The geometry in XYZ format:
```
60
C15H25N5O10P3RuS, DFT ωB97M-V with the def2-TZVPD basis set
Ru 0.361 0.015 0.014
O -1.149 1.123 1.581
C -1.563 2.249 1.401
C -1.711 2.933 0.124
C -2.445 4.119 0.135
C -2.728 4.775 -1.040
C -2.298 4.265 -2.268
C -1.566 3.110 -2.294
C -1.222 2.414 -1.102
O -0.469 1.382 -1.234
N -3.496 6.010 -1.004
O -3.921 6.386 0.074
O -3.794 6.523 -2.068
H -1.916 2.833 2.268
H -2.806 4.522 1.071
H -2.549 4.792 -3.177
H -1.228 2.694 -3.233
N -2.416 -3.470 -0.478
C -0.971 -3.748 -0.109
C -0.790 -5.196 0.296
P -0.601 -2.454 1.152
O -0.862 -3.298 2.492
O 0.833 -1.944 1.061
O -1.626 -1.398 0.946
P -0.126 -3.294 -1.713
O 1.415 -3.262 -1.215
O -0.306 -4.388 -2.688
O -0.692 -1.923 -1.959
H -3.014 -3.352 0.341
H -2.766 -4.207 -1.092
H -2.381 -2.566 -0.989
H -1.456 -5.481 1.112
H 0.232 -5.340 0.645
H -0.937 -5.844 -0.569
H -0.638 -2.813 3.294
H 1.454 -2.782 -0.356
S 1.870 1.250 1.026
C 4.617 1.013 -2.632
N 4.468 -0.491 -2.341
C 4.004 -1.186 -3.630
N 2.828 -0.581 -4.137
C 3.053 0.833 -4.389
N 3.430 1.550 -3.180
C 2.322 1.603 -2.212
P 1.821 -0.078 -1.613
C 3.498 -0.727 -1.220
C 1.643 -0.847 -3.295
H 5.441 1.099 -3.344
H 4.873 1.484 -1.683
H 5.376 -0.864 -2.065
H 3.840 -2.233 -3.377
H 4.828 -1.084 -4.340
H 2.139 1.269 -4.789
H 3.849 0.940 -5.131
H 1.470 2.092 -2.685
H 2.607 2.188 -1.338
H 3.444 -1.801 -1.042
H 3.850 -0.207 -0.324
H 0.758 -0.437 -3.782
H 1.511 -1.922 -3.238
```

The calculation puts the relative energy (zero: lowest compared OMol25 entry of this formula, charge and spin) at 80.7 kJ/mol. Its charge is 0. The calculation puts the gap between HOMO and LUMO (spin up / spin down) at 6.29 / 6.04 eV. Its highest occupied orbital energy (spin up / spin down) is -6.77 / -6.51 eV. As for the spin multiplicity: 2.

(5)
C22H38P2Zn as an isolated structure in a non-equilibrium geometry. Source: OMol25; level of theory: ωB97M-V with the def2-TZVPD basis set.

The geometry in XYZ format:
```
63
C22H38P2Zn, DFT ωB97M-V with the def2-TZVPD basis set
P 0.239 -1.894 -3.011
P 0.196 1.856 -2.301
C 0.236 -0.408 -4.107
C 1.004 0.800 -3.556
H -0.802 -0.152 -4.360
H 0.687 -0.716 -5.067
H 2.007 0.535 -3.166
H 1.159 1.498 -4.393
C -0.545 3.208 -3.262
H -0.897 3.991 -2.585
H -1.398 2.851 -3.856
H 0.201 3.633 -3.941
C 1.486 2.636 -1.325
H 1.797 3.550 -1.856
H 2.355 1.967 -1.235
H 1.120 2.913 -0.326
C -0.924 -3.010 -3.858
H -1.316 -3.767 -3.170
H -0.419 -3.512 -4.691
H -1.781 -2.445 -4.247
C 1.906 -2.607 -3.211
H 2.659 -1.801 -3.259
H 1.950 -3.189 -4.149
H 2.146 -3.277 -2.364
Zn 2.271 0.609 2.132
C -1.345 1.020 -1.601
C -2.144 0.027 -2.312
C -3.251 -0.621 -1.584
C -2.805 -1.656 -0.501
C -1.677 -2.437 -0.986
C -0.339 -1.969 -1.273
C 0.205 -0.703 -0.468
C -0.757 0.458 -0.241
C 1.988 -1.208 2.788
H -1.983 1.897 -1.350
H -2.383 0.240 -3.362
H -3.837 -1.204 -2.299
H -3.915 0.097 -1.099
H -2.624 -1.170 0.476
H -3.630 -2.364 -0.296
H -1.838 -3.513 -1.125
H 0.332 -2.811 -0.955
H 1.116 -0.333 -0.979
H 0.560 -1.104 0.500
H -1.563 0.146 0.426
H -0.217 1.246 0.317
H 2.947 -1.735 2.712
H 1.201 -1.718 2.220
H 1.678 -1.113 3.842
C 1.186 1.774 3.597
C 0.913 1.371 4.988
C 1.921 1.205 5.975
C 1.593 0.919 7.306
C 0.246 0.743 7.684
C -0.762 0.897 6.721
C -0.433 1.156 5.398
H 1.733 2.720 3.517
H 0.249 1.771 3.015
H 2.972 1.324 5.689
H 2.372 0.829 8.069
H -0.018 0.491 8.714
H -1.816 0.810 7.007
H -1.210 1.250 4.636
```

The calculation puts the relative energy (zero: lowest compared OMol25 entry of this formula, charge and spin) at 539.4 kJ/mol. Its charge is 0. The calculation puts the gap between HOMO and LUMO at 3.08 eV. Its highest occupied orbital energy is -4.26 eV.

(6)
C27H26BClN10O4Pd as an isolated structure in a non-equilibrium geometry. Source: OMol25; level of theory: ωB97M-V with the def2-TZVPD basis set.

The geometry in XYZ format:
```
70
C27H26BClN10O4Pd, DFT ωB97M-V with the def2-TZVPD basis set
Pd -1.018 -1.144 0.762
C 2.205 -2.097 1.820
C 1.971 -0.639 1.615
C 2.887 0.413 1.566
C 2.132 1.546 1.318
N 0.845 1.189 1.224
N 0.746 -0.134 1.423
B -0.406 2.037 0.881
N -1.521 1.608 1.861
C -2.291 2.332 2.681
C -3.173 1.487 3.333
C -2.898 0.205 2.855
C -3.517 -1.112 3.176
N -1.899 0.313 1.975
N -0.880 1.626 -0.528
C -0.890 2.248 -1.718
C -1.356 1.363 -2.674
C -1.629 0.181 -1.992
C -2.131 -1.123 -2.513
N -1.352 0.373 -0.696
N -0.059 3.490 1.038
C 0.413 4.062 2.182
C 0.655 5.379 1.921
C 0.288 5.560 0.563
C 0.335 6.808 -0.259
N -0.135 4.420 0.049
H 3.148 -2.258 2.337
H 1.403 -2.542 2.410
H 2.255 -2.612 0.858
H 3.955 0.352 1.688
H 2.439 2.576 1.221
H -2.175 3.401 2.754
H -3.920 1.756 4.060
H -4.282 -1.000 3.939
H -3.970 -1.547 2.285
H -2.762 -1.812 3.531
H -0.595 3.281 -1.787
H -1.476 1.545 -3.729
H -2.665 -0.969 -3.448
H -1.299 -1.801 -2.709
H -2.806 -1.597 -1.799
H 0.550 3.494 3.091
H 1.032 6.129 2.597
H 0.659 7.656 0.340
H 1.023 6.688 -1.096
H -0.649 7.023 -0.675
O -1.117 -7.006 -0.502
C -0.212 -6.443 -1.268
O 0.437 -7.066 -2.061
C 0.012 -4.946 -1.137
C 0.947 -4.253 -1.895
Cl 1.953 -4.948 -3.056
N 0.917 -2.929 -1.551
N -0.024 -2.764 -0.583
C -0.565 -3.953 -0.332
C -1.641 -4.029 0.713
O -2.162 -5.085 0.996
O -1.945 -2.903 1.256
C 1.696 -1.801 -2.057
C 1.439 -0.535 -1.546
C 2.139 0.575 -1.988
C 3.118 0.443 -2.957
C 3.381 -0.814 -3.470
C 2.685 -1.932 -3.033
H -1.575 -6.375 0.107
H 0.686 -0.418 -0.800
H 1.908 1.544 -1.566
H 3.667 1.307 -3.308
H 4.142 -0.943 -4.229
H 2.927 -2.879 -3.461
```

The calculation puts the relative energy (zero: lowest compared OMol25 entry of this formula, charge and spin) at 161.7 kJ/mol. Its charge is +1. The calculation puts the gap between HOMO and LUMO (spin up / spin down) at 5.95 / 6.03 eV. Its highest occupied orbital energy (spin up / spin down) is -12.07 / -12.07 eV. As for the spin multiplicity: 2.